Record 1
# C24H64O24S8

A cluster of 8 separate species, C24H64O24S8 in total at a distorted geometry (wB97M-V/def2-TZVPD, OMol25).

## Properties
Net charge ... 0
Molar mass ... 993.3 g/mol
Energy above the lowest of the compared OMol25 structures with the same formula, charge and spin ... 50.64 kcal per mole
HOMO-LUMO gap ... 11.06 eV
HOMO ... -0.3920 hartree
E ... -5943.9294 hartree
SMILES ... CCOS(C)(=O)=O.CCOS(C)(=O)=O.CCOS(C)(=O)=O.CCOS(C)(=O)=O.CCOS(C)(=O)=O.CCOS(C)(=O)=O.CCOS(C)(=O)=O.CCOS(C)(=O)=O

Each line ends with the Mulliken charge.
Element x y z (Å)
O  -0.785  2.285  0.263  -0.53
S  0.610  1.914  0.245  1.01
O  1.536  2.148  1.308  -0.69
O  0.686  0.327  0.021  0.01
C  -0.081  -0.238  -1.043  0.40
C  -0.240  -1.701  -0.686  -1.36
C  1.366  2.489  -1.312  -0.75
H  0.451  -0.139  -1.992  0.17
H  -1.062  0.225  -1.132  -0.08
H  -0.715  -2.405  -1.369  0.44
H  -0.810  -1.806  0.245  0.29
H  0.700  -2.167  -0.376  0.22
H  1.423  3.571  -1.324  0.02
H  0.852  2.176  -2.220  0.26
H  2.332  1.986  -1.351  0.51
O  6.441  -0.631  2.796  -0.64
S  5.312  -0.543  3.675  1.25
O  4.505  0.648  3.858  -0.56
O  4.307  -1.794  3.243  -0.31
C  3.022  -1.827  3.851  -0.64
C  1.990  -1.116  2.938  -0.49
C  5.822  -1.092  5.340  -0.99
H  2.876  -1.466  4.873  0.34
H  2.764  -2.884  3.911  0.47
H  0.994  -0.957  3.352  0.42
H  1.955  -1.806  2.096  0.04
H  2.308  -0.112  2.665  0.08
H  6.017  -0.253  6.002  0.33
H  6.679  -1.758  5.284  0.35
H  5.008  -1.675  5.771  0.34
O  -1.190  -5.110  -2.595  -0.56
S  -2.594  -5.084  -2.295  1.14
O  -3.553  -4.108  -2.704  -0.58
O  -3.153  -6.557  -2.789  -0.34
C  -4.446  -6.942  -2.360  0.01
C  -5.216  -7.713  -3.423  -1.38
C  -2.783  -5.199  -0.474  -0.69
H  -5.041  -6.034  -2.208  0.26
H  -4.439  -7.516  -1.431  0.27
H  -4.949  -7.376  -4.424  0.34
H  -6.276  -7.741  -3.189  0.37
H  -4.865  -8.751  -3.439  0.31
H  -2.556  -6.217  -0.158  0.12
H  -3.847  -5.140  -0.239  0.40
H  -2.201  -4.451  0.052  0.33
O  -3.059  3.574  -4.110  -0.69
S  -1.821  3.362  -3.398  1.13
O  -1.427  2.078  -2.982  -0.40
O  -0.527  3.856  -4.291  -0.33
C  -0.718  5.140  -4.935  -0.22
C  -0.223  5.188  -6.361  -1.36
C  -1.665  4.508  -1.980  -0.41
H  -0.287  5.889  -4.268  0.29
H  -1.784  5.378  -4.985  0.38
H  0.770  4.763  -6.508  0.35
H  -0.519  6.153  -6.765  0.36
H  -0.799  4.474  -6.965  0.32
H  -2.116  5.458  -2.258  0.60
H  -0.714  4.624  -1.472  -0.24
H  -2.320  4.038  -1.245  0.13
O  0.198  -4.997  0.362  -0.43
S  1.363  -5.829  0.270  1.15
O  2.275  -5.923  1.367  -0.68
O  0.865  -7.331  -0.137  -0.32
C  0.655  -8.311  0.903  -0.28
C  -0.838  -8.400  1.166  -1.02
C  2.231  -5.504  -1.265  -0.92
H  1.220  -8.133  1.816  0.33
H  0.985  -9.208  0.381  0.27
H  -1.411  -8.339  0.238  0.16
H  -1.228  -7.654  1.859  0.30
H  -1.188  -9.364  1.550  0.45
H  1.582  -5.879  -2.052  0.30
H  3.106  -6.152  -1.267  0.38
H  2.494  -4.451  -1.245  0.36
O  4.374  6.026  1.667  -0.62
S  5.196  5.502  0.584  1.16
O  5.900  6.411  -0.289  -0.62
O  6.194  4.306  1.118  -0.31
C  5.897  3.802  2.429  -0.02
C  7.199  3.301  3.079  -1.17
C  4.062  4.438  -0.352  -0.92
H  5.244  2.939  2.259  0.21
H  5.369  4.488  3.086  0.35
H  6.925  2.571  3.841  0.25
H  7.687  4.192  3.464  0.37
H  7.738  2.712  2.339  0.31
H  3.308  5.030  -0.871  0.31
H  3.497  3.922  0.422  0.26
H  4.701  3.959  -1.087  0.45
O  1.021  5.115  0.348  -0.19
S  0.393  6.413  0.303  0.98
O  0.377  7.109  -0.964  -0.68
O  -1.134  6.248  0.772  -0.25
C  -1.401  5.342  1.839  0.08
C  -2.913  4.957  1.676  -1.37
C  0.993  7.568  1.532  -0.98
H  -1.401  5.895  2.781  0.36
H  -0.888  4.384  1.834  0.13
H  -3.101  4.273  2.510  0.40
H  -3.259  4.547  0.735  0.28
H  -3.519  5.835  1.910  0.39
H  2.077  7.646  1.464  0.28
H  0.652  7.186  2.491  0.31
H  0.599  8.547  1.269  0.39
O  -5.813  -3.164  0.209  -0.63
S  -5.349  -2.008  0.941  1.26
O  -4.155  -2.111  1.744  -0.62
O  -5.092  -0.795  -0.082  -0.26
C  -4.399  -1.031  -1.307  0.33
C  -3.830  0.325  -1.752  -1.33
C  -6.724  -1.311  1.857  -1.03
H  -5.121  -1.487  -1.990  0.25
H  -3.581  -1.754  -1.248  -0.10
H  -3.213  0.242  -2.637  0.51
H  -3.251  0.642  -0.880  0.19
H  -4.653  1.039  -1.782  0.36
H  -6.523  -0.248  1.934  0.32
H  -6.716  -1.851  2.802  0.36
H  -7.620  -1.621  1.327  0.34


Record 2
# C24H65BCrF7N3O10

A structure of composition C24H65BCrF7N3O10 at a distorted geometry (wB97M-V/def2-TZVPD, OMol25).

## Properties
Net charge ... +1
Molar mass ... 751.6 g/mol
Spin multiplicity ... 4
Energy above the lowest of the compared OMol25 structures with the same formula, charge and spin ... 0.00 kcal per mole
HOMO-LUMO gap (alpha / beta) ... 4.80 / 5.84 eV
HOMO (alpha / beta) ... -0.3913 / -0.3913 hartree
E ... -3638.4124 hartree

Each line ends with the Löwdin spin population.
Element x y z (Å)
Cr  0.353  1.877  -2.096  2.84
B  0.406  -0.454  0.229  0.00
F  -0.861  -0.961  -0.049  0.00
F  0.409  0.185  1.444  0.00
F  1.348  -1.477  0.155  0.00
F  0.829  0.516  -0.803  0.01
C  0.711  4.342  -0.043  0.01
O  2.006  4.778  -0.320  0.00
O  0.431  3.195  -0.708  0.11
C  0.463  4.349  1.467  0.00
F  0.784  5.563  1.924  0.00
F  -0.848  4.177  1.727  0.00
F  1.124  3.427  2.157  0.00
C  2.176  6.038  -0.946  0.00
C  3.665  6.220  -1.137  0.00
H  3.928  7.210  -1.512  0.00
H  4.205  6.085  -0.201  0.00
H  4.092  5.525  -1.864  0.00
H  1.796  6.876  -0.357  0.00
H  1.678  6.055  -1.923  0.00
H  0.013  5.117  -0.405  0.00
C  -0.171  1.228  4.681  0.00
C  -1.671  1.178  4.502  0.00
O  -2.283  1.424  5.757  0.00
H  0.084  2.045  5.356  0.00
H  0.370  1.251  3.736  0.00
H  0.200  0.323  5.172  0.00
H  -1.948  0.188  4.116  0.00
H  -1.993  1.902  3.743  0.00
H  -3.238  1.420  5.653  0.00
C  -2.148  -2.193  -2.791  0.00
C  -2.816  -1.665  -4.043  0.00
O  -2.840  -0.227  -3.983  0.00
H  -2.163  -3.282  -2.802  0.00
H  -2.742  -1.897  -1.922  0.00
H  -1.147  -1.799  -2.620  0.00
H  -3.828  -2.070  -4.091  0.00
H  -2.248  -1.975  -4.927  0.00
H  -3.417  0.082  -4.690  0.00
C  1.359  0.309  -5.641  0.00
C  0.290  -0.128  -4.644  0.00
O  0.668  0.212  -3.284  0.02
H  2.221  -0.357  -5.689  0.00
H  1.701  1.333  -5.487  0.00
H  0.915  0.250  -6.638  0.00
H  0.169  -1.211  -4.689  0.00
H  -0.647  0.313  -4.974  0.00
H  1.466  -0.352  -3.153  0.00
C  -0.239  -4.893  0.727  0.00
C  -1.636  -4.300  0.733  0.00
C  -2.673  -5.285  1.211  0.00
O  -3.965  -4.725  1.019  0.00
C  -4.972  -5.529  1.571  0.00
N  -1.661  -3.117  1.629  0.00
H  0.551  -4.172  0.504  0.00
H  -0.197  -5.683  -0.026  0.00
H  0.055  -5.228  1.724  0.00
H  -1.844  -3.950  -0.288  0.00
H  -2.550  -5.468  2.288  0.00
H  -2.548  -6.253  0.707  0.00
H  -5.116  -6.495  1.077  0.00
H  -5.921  -5.018  1.372  0.00
H  -4.942  -5.615  2.662  0.00
H  -1.279  -2.347  1.069  0.00
H  -2.629  -2.783  1.627  0.00
C  4.638  -2.028  1.961  0.00
C  3.517  -2.220  2.971  0.00
C  2.984  -0.885  3.468  0.00
O  3.997  -0.121  4.076  0.00
C  3.543  1.114  4.541  0.00
N  2.443  -3.007  2.349  0.00
H  4.289  -1.389  1.144  0.00
H  5.047  -2.958  1.566  0.00
H  5.498  -1.542  2.426  0.00
H  3.889  -2.807  3.813  0.00
H  2.163  -1.096  4.167  0.00
H  2.580  -0.327  2.610  0.00
H  3.032  1.723  3.780  0.00
H  4.382  1.711  4.893  0.00
H  2.832  1.011  5.371  0.00
H  1.680  -3.062  3.029  0.00
H  1.985  -2.430  1.639  0.00
C  -3.769  2.568  -2.276  0.00
C  -2.602  2.357  -1.314  0.00
C  -3.078  1.794  0.010  0.00
O  -3.605  0.517  -0.242  0.00
C  -4.093  -0.061  0.953  0.00
N  -1.576  1.386  -1.886  -0.02
H  -3.429  3.131  -3.151  0.00
H  -4.593  3.137  -1.849  0.00
H  -4.210  1.633  -2.625  0.00
H  -2.118  3.326  -1.196  0.00
H  -3.763  2.469  0.527  0.00
H  -2.188  1.706  0.654  0.00
H  -4.924  0.489  1.401  0.00
H  -3.293  -0.161  1.696  0.00
H  -4.420  -1.081  0.757  0.00
H  -2.023  1.061  -2.766  0.00
H  -1.821  0.550  -1.320  0.00
C  2.480  -2.601  -2.430  0.00
O  2.959  -1.252  -2.535  0.00
H  1.412  -2.566  -2.654  0.00
H  3.014  -3.271  -3.102  0.00
H  2.528  -2.979  -1.408  0.00
H  3.876  -1.207  -2.251  0.00
C  3.366  2.093  -1.337  0.00
O  2.405  2.150  -2.421  0.01
H  3.671  3.083  -0.989  0.00
H  2.909  1.729  -0.418  0.00
H  4.247  1.504  -1.577  0.00
H  2.856  2.727  -3.051  0.00